The following is a quantum chemistry calculation of the ion C5H11N2O with charge +1 at a distorted geometry, from OMol25.

Properties
- LUMO level: -3.33 eV
- Largest force on an atom: 0.063 hartree/bohr
- SMILES: NC(=O)[C@H]1CCC[NH2+]1
- Calculated total energy: -10384.594 eV

Structure (ORCA input):
```
! wB97M-V def2-TZVPD RIJCOSX def2/J DEFGRID3
* xyz 1 1
N 0.077 0.121 2.888
C -0.633 0.359 1.760
O -1.711 0.929 1.798
C 0.043 0.314 0.381
C 0.839 -0.950 -0.077
C 0.750 -0.811 -1.606
C -0.217 0.338 -1.979
N -0.948 0.644 -0.700
H 0.973 -0.359 2.774
H -0.230 0.323 3.825
H 0.588 1.306 0.414
H 0.279 -1.818 0.244
H 1.833 -0.806 0.295
H 1.727 -0.689 -2.050
H 0.339 -1.805 -1.873
H -0.976 0.193 -2.714
H 0.372 1.194 -2.389
H -1.698 -0.047 -0.581
H -1.407 1.563 -0.410
*
```

---

The following is a quantum chemistry calculation of the ion C5H11N2O2 with charge +1 at a distorted geometry, from OMol25.

Properties
- LUMO level: -3.00 eV
- Largest force on an atom: 0.138 hartree/bohr
- SMILES: C[C@H]1[C@H](CO)C(=[NH2+])N1O
- Calculated total energy: -12428.652 eV

Structure (ORCA input):
```
! wB97M-V def2-TZVPD RIJCOSX def2/J DEFGRID3
* xyz 1 1
C -0.172 -1.380 1.932
C 0.381 -0.676 0.693
C -0.593 0.011 -0.319
C -0.887 -0.599 -1.665
O 0.291 -0.995 -2.369
C 0.183 1.367 -0.182
N 0.107 2.459 -0.842
N 0.899 0.779 0.746
O 1.956 1.232 1.437
H -0.456 -2.330 1.589
H -0.985 -0.905 2.294
H 0.468 -1.676 2.686
H 1.139 -1.194 0.212
H -1.523 -0.015 0.155
H -1.360 0.126 -2.306
H -1.463 -1.626 -1.496
H -0.024 -1.633 -2.957
H -0.426 2.535 -1.593
H 0.608 3.325 -0.480
H 1.858 1.196 2.466
*
```

---

The following is a quantum chemistry calculation of a cluster of 2 separate species, C5H11N2O3 in total at a distorted geometry, from OMol25.

Properties
- LUMO level: -3.71 eV
- Largest force on an atom: 0.071 hartree/bohr
- Calculated total energy: -14474.799 eV

Structure (ORCA input):
```
! wB97M-V def2-TZVPD RIJCOSX def2/J DEFGRID3
* xyz 1 1
C 1.266 -0.977 -0.916
C 2.278 -0.788 0.309
C 1.324 1.272 -0.004
C -0.594 0.408 -0.004
C -3.005 0.318 -0.005
N 0.094 1.182 0.850
N 0.546 0.294 -0.940
O 2.453 0.608 0.335
O -0.666 -1.591 0.848
O -1.731 0.530 -0.615
H 1.725 -0.981 -1.889
H 0.513 -1.798 -0.843
H 1.911 -1.147 1.287
H 3.252 -1.262 0.050
H 1.641 2.352 -0.172
H -3.815 0.502 -0.726
H -3.192 1.112 0.697
H -2.898 -0.607 0.397
H -0.081 1.559 1.817
H 0.443 0.742 -1.796
H -1.465 -1.728 1.318
*
```

---

The following is a quantum chemistry calculation of a cluster of 2 separate species, C5H11N2S in total at a distorted geometry, from OMol25.

Properties
- LUMO level: -3.14 eV
- Largest force on an atom: 0.086 hartree/bohr
- Calculated total energy: -19168.344 eV

Structure (ORCA input):
```
! wB97M-V def2-TZVPD RIJCOSX def2/J DEFGRID3
* xyz 1 1
C -0.012 -1.007 -1.973
C 0.210 -0.607 -0.750
C -1.878 0.146 0.005
C 1.047 -0.739 1.506
C 1.770 0.982 -0.148
N -1.734 1.407 0.161
N 0.991 -0.230 0.131
S -3.345 -0.741 0.142
H 0.746 -1.559 -2.469
H -0.891 -0.812 -2.569
H 0.790 -1.799 1.495
H 2.130 -0.482 1.889
H 0.400 -0.031 2.128
H 1.539 1.238 -1.099
H 1.358 1.822 0.477
H 2.824 0.711 -0.001
H -0.750 1.776 0.162
H -2.382 1.913 0.724
H -2.813 -1.988 0.191
*
```

---

The following is a quantum chemistry calculation of a cluster of 2 separate species, C5H11N2S in total at a distorted geometry, from OMol25.

Properties
- LUMO level: -4.97 eV
- Largest force on an atom: 0.080 hartree/bohr
- Calculated total energy: -19166.534 eV

Structure (ORCA input):
```
! wB97M-V def2-TZVPD RIJCOSX def2/J DEFGRID3
* xyz 1 1
C 0.576 -3.279 -0.500
C 0.020 -2.821 -1.611
C -1.147 0.273 0.811
C -0.403 0.404 -0.454
C 0.962 1.455 1.341
N 0.360 0.251 0.671
N -0.566 1.521 -1.411
S 0.197 -1.243 -2.263
H 0.208 -4.105 -0.081
H 1.388 -2.740 -0.053
H -0.800 -3.459 -1.991
H -1.709 1.139 1.140
H -1.540 -0.734 1.008
H 0.395 1.882 2.248
H 1.802 1.026 1.833
H 1.106 2.320 0.779
H 0.312 1.662 -1.772
H -0.784 2.497 -1.009
H -1.265 1.059 -2.027
*
```

---

The following is a quantum chemistry calculation of the ion C5H11N2S with charge +1 at a distorted geometry, from OMol25.

Properties
- LUMO level: -3.30 eV
- Largest force on an atom: 0.106 hartree/bohr
- SMILES: C=CS[C@@]1([NH3+])CN1C
- Calculated total energy: -19168.385 eV

Structure (ORCA input):
```
! wB97M-V def2-TZVPD RIJCOSX def2/J DEFGRID3
* xyz 1 1
C 3.946 -0.093 -0.350
C 2.645 -0.117 -0.538
S 1.466 -1.090 0.515
C -0.050 -0.367 0.115
N -0.516 0.754 1.285
C -0.587 0.001 -1.276
N -1.150 -1.016 -0.397
C -2.505 -1.256 0.150
H 4.566 0.318 -1.083
H 4.250 -0.484 0.615
H 2.035 0.074 -1.361
H -0.633 1.652 0.865
H 0.250 0.680 1.966
H -1.315 0.404 1.774
H -1.167 0.885 -1.505
H -0.144 -0.307 -2.092
H -3.071 -2.013 -0.600
H -2.230 -1.868 0.949
H -2.980 -0.276 0.186
*
```

---

The following is a quantum chemistry calculation of an isolated molecule of C5H11N3 at a distorted geometry, from OMol25.

Properties
- LUMO level: 1.08 eV
- Largest force on an atom: 0.093 hartree/bohr
- SMILES: CC1(C)C[C@@H]1/N=N/N
- Calculated total energy: -9830.044 eV

Structure (ORCA input):
```
! wB97M-V def2-TZVPD RIJCOSX def2/J DEFGRID3
* xyz 0 1
C -0.850 -1.392 -0.463
C -0.938 -0.031 0.042
C -1.982 0.249 1.158
C -0.870 1.092 -0.936
C 0.311 0.840 0.060
N 1.473 0.141 -0.242
N 2.547 0.304 0.495
N 3.532 -0.411 0.009
H -0.928 -2.144 0.355
H 0.108 -1.498 -0.996
H -1.685 -1.405 -1.402
H -1.895 1.382 1.410
H -1.689 -0.219 2.115
H -2.972 -0.194 0.926
H -0.630 0.910 -1.989
H -1.585 1.916 -0.769
H 0.347 1.560 0.848
H 3.190 -1.032 -0.748
H 4.516 -0.069 0.126
*
```

---

The following is a quantum chemistry calculation of an isolated molecule of C5H11N3 at a distorted geometry, from OMol25.

Properties
- LUMO level: 0.65 eV
- Largest force on an atom: 0.037 hartree/bohr
- SMILES: [H]/N=C1/N(C)[C@@]1(C)CN
- Calculated total energy: -9830.166 eV

Structure (ORCA input):
```
! wB97M-V def2-TZVPD RIJCOSX def2/J DEFGRID3
* xyz 0 1
H 0.034 -3.175 0.245
N -0.451 -2.339 0.565
C -0.220 -1.252 0.050
N -1.272 0.157 0.505
C -2.345 0.543 -0.376
C 0.041 0.150 -0.013
C 0.430 0.814 -1.314
C 1.069 0.397 1.185
N 2.294 -0.336 1.118
H -2.230 1.588 -0.692
H -3.276 0.448 0.183
H -2.421 -0.078 -1.279
H 1.478 0.614 -1.539
H 0.278 1.888 -1.228
H -0.170 0.443 -2.143
H 0.535 0.147 2.101
H 1.287 1.468 1.176
H 2.804 -0.142 0.263
H 2.135 -1.333 1.192
*
```

---

Respective energy above the lowest of the compared OMol25 structures with the same formula, charge and spin values: 1.012, 3.588, 5.198, 4.542, 6.352, 4.501, 3.863, 3.741 eV.
Respective HOMO energy values: -14.3, -14.3, -13.4, -12.4, -12.5, -12.9, -8.3, -7.8 eV.
Respective frontier orbital gap values: 10.992, 11.300, 9.720, 9.256, 7.492, 9.643, 9.426, 8.435 eV.